Entry 1:
A gas-phase ion, C9H14N3 (charge +1), computed with ωB97M-V with the def2-TZVPD basis set.

```
26
Properties=species:S:1:pos:R:3:lowdin_charge:R:1
C 1.567 -0.136 1.304 -0.018
C 2.313 -0.676 0.165 -0.189
C 3.780 -0.656 0.179 -0.029
C 1.825 -1.400 -0.975 0.007
C 0.495 -1.655 -1.321 0.050
N -0.527 -0.952 -0.879 -0.194
N -1.839 -1.346 -1.195 0.203
C -2.549 -0.259 -0.831 -0.238
C -4.005 -0.222 -1.069 -0.022
C -1.646 0.681 -0.179 -0.178
C -1.964 1.945 0.617 0.014
N -0.411 0.213 -0.398 0.114
H 2.102 -0.471 2.183 0.114
H 0.577 -0.523 1.424 0.081
H 1.648 0.882 1.101 0.099
H 4.271 0.017 0.841 0.093
H 4.273 -0.466 -0.790 0.120
H 4.073 -1.614 0.459 0.096
H 2.486 -1.949 -1.607 0.114
H 0.198 -2.568 -1.895 0.170
H -4.401 0.679 -0.619 0.064
H -4.159 -0.198 -2.229 0.134
H -4.603 -1.144 -0.790 0.115
H -1.912 1.634 1.664 0.093
H -1.326 2.783 0.317 0.093
H -3.031 2.162 0.304 0.094
```

Properties
Energy relative to the best compared isomer or geometry (same formula, charge and spin) (kcal/mol): 70.57
Calculated total energy (hartree): -515.259374
HOMO (eV): -13.29
LUMO energy (eV): -5.58
HOMO-LUMO gap (eV): 7.71
Charge: +1

Entry 2:
A single C9H14N4O3 molecule, computed with ωB97M-V with the def2-TZVPD basis set.

```
30
Properties=species:S:1:pos:R:3:lowdin_charge:R:1
C 2.035 2.482 0.626 -0.045
C 1.330 1.352 -0.049 -0.309
N 2.246 0.233 -0.199 0.104
C 2.025 -1.034 -0.654 -0.420
O 2.904 -1.814 -0.962 0.064
C 0.499 -1.498 -0.707 -0.264
N 0.246 -2.852 -1.220 0.058
C -0.186 -1.367 0.712 -0.098
C -1.573 -0.823 0.665 -0.237
C -2.725 -1.302 1.306 -0.025
N -3.679 -0.326 1.151 0.058
C -3.116 0.680 0.493 -0.148
N -1.836 0.453 0.145 0.088
C 0.827 1.888 -1.437 -0.526
O 1.592 2.250 -2.307 0.099
O -0.480 1.972 -1.454 0.065
H 2.941 2.871 0.171 0.087
H 1.300 3.314 0.791 0.112
H 2.410 2.096 1.600 0.094
H 0.522 0.962 0.568 0.105
H 3.197 0.497 -0.411 0.148
H -0.106 -0.768 -1.268 0.129
H 0.625 -2.969 -2.132 0.064
H 0.770 -3.508 -0.663 0.070
H 0.515 -0.732 1.310 0.119
H -0.108 -2.376 1.131 0.120
H -2.955 -2.238 1.828 0.128
H -4.633 -0.409 1.478 0.164
H -3.615 1.603 0.230 0.137
H -0.971 1.361 -0.741 0.058
```

Properties
Energy relative to the best compared isomer or geometry (same formula, charge and spin) (kcal/mol): 22.52
Calculated total energy (hartree): -796.127187
HOMO (eV): -9.21
LUMO energy (eV): 0.27
HOMO-LUMO gap (eV): 9.49

Entry 3:
A molecular structure, C9H14N4O3PtSe, computed with ωB97M-V with the def2-TZVPD basis set.

```
32
Properties=species:S:1:pos:R:3:lowdin_charge:R:1
Pt -0.694 -1.277 1.423 0.832
N -2.567 -0.962 0.452 -0.113
C -3.217 0.205 1.096 -0.149
C -2.147 1.183 1.593 -0.563
O -2.316 2.393 1.557 0.037
N -1.137 0.495 2.149 -0.168
C 0.043 1.115 2.747 -0.123
C 1.302 0.678 2.021 -0.613
O 2.380 1.215 2.150 0.060
O 1.139 -0.397 1.250 -0.276
H -2.246 -0.705 -0.472 0.090
H -3.201 -1.747 0.367 0.090
H -3.755 -0.162 1.969 0.124
H -3.916 0.719 0.438 0.119
H 0.166 0.721 3.761 0.125
H -0.049 2.197 2.800 0.126
C 3.256 -2.605 1.106 -0.004
N 2.644 -2.831 -0.207 -0.098
C 3.293 -2.699 -1.414 -0.025
C 2.387 -2.949 -2.383 -0.032
N 1.194 -3.231 -1.748 -0.119
C -0.068 -3.515 -2.414 -0.026
C 1.356 -3.147 -0.415 -0.656
Se 0.067 -3.557 0.902 0.602
H 4.307 -2.385 0.945 0.097
H 3.146 -3.503 1.711 0.088
H 2.761 -1.762 1.578 0.068
H 4.335 -2.443 -1.475 0.128
H 2.484 -2.962 -3.453 0.124
H 0.136 -3.702 -3.465 0.093
H -0.741 -2.665 -2.315 0.089
H -0.532 -4.386 -1.961 0.075
```

Properties
Energy relative to the best compared isomer or geometry (same formula, charge and spin) (kcal/mol): 26.27
Calculated total energy (hartree): -3316.866743
HOMO (eV): -7.78
LUMO energy (eV): -0.01
HOMO-LUMO gap (eV): 7.77

Entry 4:
A single C9H14N4O4 molecule, computed with ωB97M-V with the def2-TZVPD basis set.

```
31
Properties=species:S:1:pos:R:3:lowdin_charge:R:1
N 2.023 1.592 -0.337 0.029
C 1.417 0.463 0.211 -0.336
C 2.421 -0.387 1.180 -0.067
C 1.665 -1.674 1.406 -0.310
C 1.132 -2.148 2.606 -0.059
N 0.061 -2.990 2.226 0.043
C 0.275 -3.203 0.934 -0.287
N 1.191 -2.495 0.333 0.105
C 0.182 0.836 1.008 -0.462
O 0.020 0.717 2.249 0.032
N -0.804 1.419 0.383 0.137
C -1.170 1.243 -1.110 -0.131
C -2.257 0.174 -1.515 -0.140
O -2.353 0.117 -2.975 -0.059
C -1.759 2.633 -1.638 -0.504
O -1.716 3.647 -1.004 0.121
O -2.296 2.630 -2.859 0.085
H 2.494 2.191 0.307 0.079
H 2.848 1.406 -0.968 0.115
H 1.095 -0.149 -0.797 0.172
H 3.316 -0.612 0.536 0.122
H 2.635 0.053 2.122 0.097
H 1.382 -1.776 3.647 0.136
H -0.658 -3.482 2.851 0.190
H -0.143 -4.088 0.531 0.105
H -1.637 1.433 0.978 0.162
H -0.165 1.013 -1.763 0.179
H -1.893 -0.790 -1.196 0.112
H -3.180 0.467 -0.968 0.148
H -1.471 0.059 -3.317 0.095
H -2.656 1.701 -3.062 0.091
```

Properties
Energy relative to the best compared isomer or geometry (same formula, charge and spin) (kcal/mol): 79.95
Calculated total energy (hartree): -871.270186
HOMO (eV): -8.35
LUMO energy (eV): 0.36
HOMO-LUMO gap (eV): 8.71

Entry 5:
A gas-phase ion, C9H14N5 (charge +1), computed with ωB97M-V with the def2-TZVPD basis set.

```
28
Properties=species:S:1:pos:R:3:lowdin_charge:R:1
C 0.052 2.855 -0.611 0.286
N -0.604 1.923 -0.191 0.078
C -1.469 1.146 0.326 -0.325
C -2.605 1.770 0.999 -0.015
C -1.361 -0.255 0.400 0.046
N -0.335 -1.068 0.083 -0.126
C -0.427 -2.504 0.018 -0.009
C 0.754 -0.411 -0.579 -0.286
C 0.494 -0.045 -2.063 -0.027
C 1.931 -0.034 -0.057 -0.249
N 2.228 -0.177 1.332 0.122
C 3.525 0.347 1.421 -0.175
N 3.988 0.799 0.304 0.030
N 3.088 0.464 -0.657 0.047
H 0.916 3.348 -0.995 0.107
H -2.446 1.824 2.060 0.099
H -3.553 1.362 0.733 0.093
H -2.689 2.730 0.610 0.070
H -2.251 -0.789 0.766 0.156
H 0.293 -2.961 0.614 0.066
H -1.446 -2.932 0.326 0.128
H -0.208 -2.708 -1.104 0.139
H 1.169 -0.542 -2.797 0.093
H 0.715 0.989 -2.097 0.018
H -0.575 -0.336 -2.303 0.114
H 1.562 -0.555 2.091 0.197
H 4.241 0.413 2.302 0.150
H 3.169 1.005 -1.548 0.174
```

Properties
Energy relative to the best compared isomer or geometry (same formula, charge and spin) (kcal/mol): 133.76
Calculated total energy (hartree): -624.712125
HOMO (alpha / beta) (eV): -10.88 / -10.88
LUMO energy (alpha / beta) (eV): -4.13 / -4.13
HOMO-LUMO gap (alpha / beta) (eV): 6.75 / 6.75
Charge: +1

Entry 6:
A single C9H14NP molecule, computed with ωB97M-V with the def2-TZVPD basis set.

```
25
Properties=species:S:1:pos:R:3:lowdin_charge:R:1
C 1.604 -1.269 -0.683 -0.045
C 1.076 -0.232 0.480 -0.538
C 2.165 0.912 0.482 -0.065
C 1.164 -0.967 1.845 -0.117
C -0.358 0.168 0.014 -0.377
C -0.802 1.430 -0.244 -0.119
C -2.081 1.855 -0.778 -0.104
C -2.932 1.156 -1.591 -0.231
N -2.767 -0.030 -2.165 -0.105
C -2.326 -1.128 -1.806 -0.204
P -1.674 -1.069 0.111 0.933
H 1.367 -2.236 -0.281 0.048
H 1.054 -1.044 -1.571 0.061
H 2.690 -1.071 -0.849 0.077
H 2.826 0.730 1.387 0.086
H 2.830 0.790 -0.462 0.088
H 1.796 1.992 0.417 0.074
H 0.961 -0.333 2.724 0.075
H 0.513 -1.857 1.969 0.044
H 2.232 -1.594 2.034 0.148
H -0.112 2.194 0.045 0.078
H -2.227 2.926 -0.633 0.096
H -3.803 1.795 -1.925 0.121
H -1.005 -2.380 0.162 0.018
H -2.191 -0.740 1.320 -0.042
```

Properties
Energy relative to the best compared isomer or geometry (same formula, charge and spin) (kcal/mol): 75.47
Calculated total energy (hartree): -747.243829
HOMO (eV): -7.67
LUMO energy (eV): 0.50
HOMO-LUMO gap (eV): 8.17

Entry 7:
2 unconnected molecules or ions with the total composition C9H14O, computed with ωB97M-V with the def2-TZVPD basis set.

```
24
Properties=species:S:1:pos:R:3:lowdin_charge:R:1
C -0.325 1.843 3.029 -0.058
C 0.089 0.940 1.867 -0.279
C -0.354 1.305 0.607 -0.065
C 0.432 0.958 -0.480 -0.082
C 1.611 0.225 -0.401 -0.343
O 2.460 -0.160 -1.386 0.047
C 2.033 -0.225 0.876 0.001
C 1.279 0.203 1.963 -0.054
H -1.414 1.816 3.068 0.065
H -0.093 2.869 2.824 0.074
H -0.145 1.296 3.987 0.090
H -1.212 1.943 0.420 0.120
H 0.215 1.268 -1.497 0.117
H 2.107 0.148 -2.235 0.110
H 2.869 -0.904 0.999 0.116
H 1.687 -0.109 2.906 0.101
C -0.785 -1.460 -1.634 -0.164
C -1.956 -1.819 -2.554 -0.161
H -1.132 -0.712 -0.943 0.043
H -0.546 -2.241 -0.889 0.083
H 0.123 -1.441 -2.227 0.064
H -1.824 -1.612 -3.624 0.064
H -2.852 -1.273 -2.289 0.051
H -2.266 -2.857 -2.387 0.061
```

Properties
Energy relative to the best compared isomer or geometry (same formula, charge and spin) (kcal/mol): 34.97
Calculated total energy (hartree): -426.517063
HOMO (eV): -8.26
LUMO energy (eV): 0.80
HOMO-LUMO gap (eV): 9.06

Entry 8:
2 unconnected molecules or ions with the total composition C9H14O, computed with ωB97M-V with the def2-TZVPD basis set.

```
24
Properties=species:S:1:pos:R:3:lowdin_charge:R:1
C -2.826 1.422 -0.930 -0.067
C -1.323 1.334 -0.982 -0.290
C -0.754 0.079 -1.289 -0.051
C 0.628 -0.098 -1.261 -0.021
C 1.429 0.982 -0.881 -0.337
O 2.769 0.755 -0.750 0.031
C 0.899 2.241 -0.760 -0.028
C -0.488 2.387 -0.638 -0.047
H -3.384 0.899 -1.707 0.075
H -3.071 2.475 -1.112 0.073
H -3.239 1.064 0.015 0.079
H -1.369 -0.775 -1.538 0.110
H 0.871 -1.123 -1.507 0.115
H 3.274 1.572 -0.527 0.123
H 1.427 3.179 -0.633 0.113
H -1.008 3.233 -0.207 0.112
C 0.468 -1.719 1.957 -0.154
C 0.957 -3.179 1.743 -0.165
H -0.396 -1.526 1.344 0.048
H 0.411 -1.482 3.022 0.058
H 1.345 -1.116 1.711 0.056
H 1.688 -3.425 2.510 0.057
H 0.212 -3.968 1.634 0.056
H 1.480 -3.207 0.784 0.051
```

Properties
Energy relative to the best compared isomer or geometry (same formula, charge and spin) (kcal/mol): 20.46
Calculated total energy (hartree): -426.540185
HOMO (eV): -8.36
LUMO energy (eV): 0.86
HOMO-LUMO gap (eV): 9.22

Across the entries above, molar mass takes the values 164.2 226.2 500.3 242.2 192.2 167.2 138.2 138.2 g/mol, respectively.